Below is a molecular structure, C25H53BeKN4O10, with properties calculated with ωB97M-V with the def2-TZVPD basis set.

Positions of all 94 atoms, in Å:
C -4.088 -2.748 2.931
C -4.189 -4.186 2.406
O -5.514 -4.482 1.894
C -5.732 -4.141 0.632
O -6.776 -3.604 0.317
O -4.821 -4.428 -0.305
C -4.044 -3.258 -0.674
C -2.647 -3.675 -1.118
C -2.488 -5.156 -1.486
C -1.210 -5.369 -2.322
C 0.073 -5.216 -1.499
C 0.612 -3.781 -1.322
N 0.967 -3.468 0.075
O -4.693 -2.434 -1.610
C -4.996 -1.141 -1.090
C -5.242 -0.171 -2.246
H -3.241 -2.228 2.485
H -3.928 -2.790 4.007
H -5.012 -2.193 2.776
H -3.926 -4.920 3.159
H -3.438 -4.309 1.630
H -3.939 -2.670 0.240
H -1.952 -3.438 -0.312
H -2.376 -3.086 -1.991
H -3.336 -5.514 -2.069
H -2.395 -5.804 -0.614
H -1.217 -4.751 -3.221
H -1.249 -6.404 -2.667
H -0.035 -5.699 -0.527
H 0.847 -5.781 -2.024
H -0.083 -3.020 -1.675
H 1.533 -3.644 -1.886
H 0.281 -3.877 0.697
H 1.879 -3.850 0.282
H -4.186 -0.723 -0.491
H -5.916 -1.251 -0.518
H -5.849 0.672 -1.922
H -4.277 0.209 -2.572
H -5.703 -0.725 -3.061
O -1.365 -0.767 1.578
C -0.162 -0.958 1.752
C 0.025 -1.368 3.755
O 1.224 -1.505 3.874
H 0.544 -0.122 1.632
H 0.329 -1.849 1.307
H -0.663 -2.237 3.797
H -0.499 -0.476 4.146
K -7.456 -1.566 0.175
N -11.903 1.708 0.581
C -12.479 1.556 1.813
C -12.827 0.240 1.957
C -12.445 -0.432 0.764
C -11.877 0.500 -0.064
H -11.558 2.573 0.208
H -12.593 2.394 2.479
H -13.305 -0.194 2.819
H -12.577 -1.478 0.539
H -11.461 0.411 -1.054
C 3.526 0.775 -1.148
C 2.190 0.077 -1.107
O 1.711 -0.319 -0.068
C 1.480 -0.112 -2.425
H 3.926 0.838 -0.138
H 4.218 0.213 -1.770
H 3.411 1.783 -1.552
H 2.094 -0.709 -3.101
H 1.279 0.857 -2.885
H 0.537 -0.627 -2.256
C 7.749 1.412 0.245
N 6.826 1.145 -0.892
O 6.593 2.062 -1.658
O 6.373 0.027 -0.975
H 8.074 2.444 0.184
H 7.198 1.225 1.162
H 8.590 0.732 0.153
C 8.040 8.081 0.437
C 8.931 7.306 -0.522
C 8.628 5.815 -0.613
O 9.089 5.140 0.542
C 8.126 4.934 1.584
N 10.359 7.399 -0.044
H 8.262 7.852 1.480
H 8.173 9.156 0.305
H 6.994 7.853 0.248
H 8.892 7.762 -1.512
H 9.203 5.400 -1.466
H 7.572 5.627 -0.812
H 7.108 4.897 1.194
H 8.203 5.716 2.341
H 8.360 3.984 2.059
H 10.622 8.339 0.253
H 11.016 7.082 -0.762
H 10.458 6.749 0.748
Be 9.548 5.714 -3.599

HOMO level: -11.14 eV
net charge: +2
gap between HOMO and LUMO: 6.69 eV
LUMO level: -0.1635 Eh
E_tot: -2569.6203 hartree

Results of the Löwdin charge analysis, in e, for atoms 1 through 2: C -0.032; C -0.154

---

Below is C3Cl2F2 in the gas phase, with properties calculated with ωB97M-V with the def2-TZVPD basis set.

Positions of all 7 atoms, in Å:
C -0.753 0.250 -0.111
C 0.452 0.768 -0.044
C 0.317 -0.732 0.006
F 0.552 -1.418 1.136
F 0.695 -1.520 -1.012
Cl -2.722 0.579 0.011
Cl 1.459 2.072 0.015

HOMO level: -10.94 eV
net charge: 0
gap between HOMO and LUMO: 10.36 eV
LUMO level: -0.0210 Eh
E_tot: -1234.3192 hartree
structure (SMILES): FC1(F)C(Cl)=C1Cl

Results of the Löwdin charge analysis, in e, for atoms 1 through 2: C -0.307; C -0.621

---

Below is a molecular structure, C2H3N3O, with properties calculated with ωB97M-V with the def2-TZVPD basis set.

Positions of all 9 atoms, in Å:
O -1.896 -0.593 0.129
C -0.648 -0.089 0.104
N 0.491 -0.918 0.291
C 1.450 -0.095 -0.168
N 0.989 1.073 -0.639
N -0.319 1.088 -0.479
H -2.456 0.019 -0.371
H 2.503 -0.333 -0.103
H -0.114 -0.152 1.235

HOMO level: -10.22 eV
net charge: 0
gap between HOMO and LUMO: 10.16 eV
LUMO level: -0.0020 Eh
E_tot: -317.4126 hartree

Results of the Löwdin charge analysis, in e, for atoms 1 through 2: O 0.086; C -0.557

---

Below is 2 unconnected molecules or ions with the total composition C4H12OS, with properties calculated with ωB97M-V with the def2-TZVPD basis set.

Positions of all 18 atoms, in Å:
C -4.345 0.366 -4.413
C -3.134 0.382 -5.292
S -1.783 1.556 -4.843
H -4.318 -0.259 -3.527
H -5.225 -0.107 -4.922
H -4.599 1.415 -4.255
H -2.602 -0.542 -5.502
H -3.372 0.738 -6.302
H -1.840 1.208 -3.517
C 3.660 0.026 5.051
O 4.784 -0.604 5.726
C 2.836 -0.956 4.304
H 3.056 0.532 5.842
H 4.013 0.807 4.383
H 5.238 -1.118 5.056
H 2.744 -1.910 4.841
H 1.832 -0.459 4.142
H 3.055 -1.072 3.227

HOMO level: -9.05 eV
net charge: 0
gap between HOMO and LUMO: 10.09 eV
LUMO level: 0.0381 Eh
E_tot: -632.9834 hartree
structure (SMILES): CCO.CCS

Results of the Löwdin charge analysis, in e, for atoms 1 through 2: C -0.186; C -0.641

---

Calculated molar mass, 617.827, 144.935, 85.066, 108.206 g mol⁻¹ (same order as the records).
Calculated max |F|, 0.0995, 0.0762, 0.0048, 0.0519 Eh/bohr (same order as the records).